Record 1
C26H21ClN3O2Tl | ωB97M-V with the def2-TZVPD basis set

Calculated values
energy relative to the best compared isomer or geometry (same formula, charge and spin)	43.83	kJ/mol
E_HOMO	0.10	eV
DFT total energy	-1950.8031	hartree
charge	-2
lowest unoccupied orbital energy	4.5	eV
maximum force	0.004	hartree/bohr
2S+1	1

CARTESIAN COORDINATES (ANGSTROEM)
Tl -0.25 0.36 1.83
O -2.49 1.70 1.88
C -3.36 2.14 1.07
C -4.56 2.76 1.56
C -5.54 3.25 0.73
C -5.42 3.17 -0.66
C -4.27 2.58 -1.17
C -3.24 2.07 -0.37
C -2.11 1.50 -1.09
N -1.04 0.96 -0.63
N -0.22 0.49 -1.64
C 0.95 0.07 -1.22
O 1.46 0.12 -0.06
C 1.79 -0.57 -2.31
C 1.37 -0.64 -3.64
C 2.15 -1.26 -4.60
C 3.37 -1.83 -4.25
C 3.80 -1.77 -2.93
C 3.01 -1.14 -1.97
H -4.66 2.83 2.64
H -6.43 3.71 1.16
H -6.19 3.55 -1.32
H -4.15 2.50 -2.25
H -2.20 1.53 -2.18
H 0.40 -0.21 -3.88
H 1.81 -1.31 -5.62
H 3.98 -2.32 -5.00
H 4.74 -2.22 -2.64
H 3.31 -1.10 -0.93
C 3.80 1.25 4.97
C 3.87 1.18 3.59
C 3.05 2.01 2.84
N 2.19 2.87 3.38
C 2.10 2.91 4.71
C 2.89 2.13 5.55
H 4.42 0.61 5.59
H 4.53 0.48 3.09
H 3.04 1.95 1.76
H 1.35 3.57 5.12
H 2.77 2.19 6.62
Cl 1.05 -3.76 1.59
C 0.12 -3.43 0.13
C 0.57 -3.99 -1.05
C -0.10 -3.77 -2.24
C -1.25 -2.96 -2.20
C -1.70 -2.41 -1.03
C -1.04 -2.60 0.23
C -1.48 -1.99 1.41
H 1.48 -4.58 -1.03
H 0.28 -4.17 -3.17
H -1.78 -2.74 -3.12
H -2.56 -1.76 -1.03
H -1.12 -2.37 2.36
H -2.47 -1.53 1.41

=====

Record 2
C9H65N2O33S2 | ωB97M-V with the def2-TZVPD basis set

Calculated values
E_HOMO	-6.98	eV
DFT total energy	-3770.4825	hartree
charge	-1
lowest unoccupied orbital energy	1.0	eV
maximum force	0.171	hartree/bohr
2S+1	1

CARTESIAN COORDINATES (ANGSTROEM)
C 1.69 -3.30 1.75
C 3.22 -2.70 1.96
O 4.20 -3.55 2.36
O 3.61 -1.29 1.79
C 3.28 -0.78 0.45
C 3.25 0.86 0.50
C 1.83 1.54 0.00
S 1.41 1.24 -1.80
O 1.94 -0.08 -2.39
O 1.93 2.39 -2.75
N -0.36 1.31 -1.95
S -1.09 -0.15 -1.34
O -1.05 -1.19 -2.52
O -0.35 -0.83 -0.16
N -2.77 -0.01 -0.88
C -3.05 1.20 -0.02
C -4.65 1.41 0.44
O -2.17 2.11 0.40
C -3.13 -1.28 -0.11
C -3.13 -1.44 1.52
O -3.51 -2.34 -0.86
H 0.93 -2.40 1.92
H 1.45 -4.22 2.44
H 1.58 -3.59 0.61
H 2.33 -1.26 -0.04
H 4.20 -1.07 -0.26
H 3.38 1.17 1.64
H 4.20 1.28 -0.06
H 0.92 1.28 0.72
H 1.98 2.72 0.11
H -5.30 0.81 -0.34
H -4.82 0.90 1.48
H -4.98 2.53 0.43
H -2.74 -2.50 1.90
H -4.27 -1.38 1.90
H -2.56 -0.58 2.09
O 4.44 1.23 -4.02
H 4.19 2.15 -4.17
H 3.67 0.84 -3.59
O 0.50 4.41 -1.04
H 0.79 5.31 -1.23
H 1.11 3.85 -1.54
O 2.41 1.90 -5.88
H 2.03 1.35 -5.18
H 2.46 1.32 -6.64
O -4.32 -0.88 3.99
H -4.30 -0.18 4.65
H -4.28 -1.70 4.50
O -5.03 1.71 -2.60
H -5.23 1.52 -3.53
H -4.44 0.99 -2.33
O -3.72 -3.58 5.93
H -3.70 -2.88 6.59
H -3.68 -4.40 6.44
O -4.28 -1.98 8.80
H -4.42 -1.09 9.18
H -5.10 -2.45 8.99
O -3.89 -6.43 7.91
H -4.27 -6.99 8.60
H -3.84 -7.02 7.14
O -0.28 -4.18 -0.21
H -0.48 -3.59 -0.95
H -0.44 -5.07 -0.57
O 2.46 -1.12 -5.45
H 1.99 -0.79 -4.67
H 3.34 -0.73 -5.37
O -0.88 4.46 2.28
H -1.08 5.05 1.54
H -1.04 3.57 1.92
O -1.44 -2.25 -5.49
H -1.91 -1.92 -4.71
H -0.56 -1.85 -5.42
O 7.64 1.72 -4.49
H 7.88 1.10 -3.79
H 6.68 1.84 -4.38
O -6.54 -3.12 -1.71
H -7.01 -2.80 -0.93
H -5.66 -2.73 -1.63
O 2.69 0.83 -8.72
H 2.99 1.73 -8.92
H 3.30 0.27 -9.23
O -6.74 -5.97 7.99
H -7.21 -5.64 8.77
H -5.86 -5.58 8.07
O -6.19 1.46 3.31
H -6.34 2.34 3.68
H -7.01 0.99 3.49
O 8.53 -1.30 -5.28
H 8.28 -0.38 -5.43
H 7.75 -1.69 -4.85
O 4.61 4.12 -2.55
H 4.46 5.00 -2.18
H 3.79 3.64 -2.36
O -1.24 1.52 3.58
H -1.34 1.77 2.65
H -0.76 2.27 3.97
O 5.21 3.01 -6.85
H 5.06 3.89 -6.48
H 4.39 2.54 -6.67
O 4.16 3.06 -10.15
H 4.06 3.31 -11.08
H 4.64 3.81 -9.76
O 1.27 1.61 5.34
H 1.28 2.31 6.01
H 1.31 0.79 5.86
O 4.46 -1.42 5.20
H 4.26 -1.61 4.27
H 5.05 -2.15 5.46
O -2.16 5.01 5.19
H -1.82 4.98 4.28
H -2.06 4.10 5.51

=====

Record 3
C30H30N2O4P2S2W | ωB97M-V with the def2-TZVPD basis set

Calculated values
energy relative to the best compared isomer or geometry (same formula, charge and spin)	20.48	kJ/mol
E_HOMO (spin up / spin down)	-17.25 / -17.25	eV
DFT total energy	-3117.0588	hartree
charge	+3
lowest unoccupied orbital energy (spin up / spin down)	-10.6 / -10.5	eV
maximum force	0.020	hartree/bohr
2S+1	2
expectation value of S²	0.76

CARTESIAN COORDINATES (ANGSTROEM)
W 0.23 0.42 -0.04
N 0.42 0.26 2.21
C -0.42 -0.66 3.00
C -0.32 -0.69 4.37
C -1.17 -1.54 5.08
C -2.09 -2.34 4.42
C -2.17 -2.32 3.04
C -1.31 -1.48 2.33
P -1.21 -1.45 0.56
C 0.46 -2.05 0.15
C 1.42 -2.45 1.13
C 2.56 -3.11 0.75
C 2.77 -3.42 -0.60
C 1.84 -3.07 -1.57
C 0.69 -2.41 -1.20
C -2.42 -2.45 -0.26
C -2.21 -3.83 -0.33
C -3.20 -4.62 -0.88
C -4.37 -4.04 -1.35
C -4.57 -2.66 -1.28
C -3.59 -1.86 -0.73
H 0.17 1.22 2.50
H 1.39 0.17 2.50
H 0.38 -0.05 4.90
H -1.11 -1.56 6.16
H -2.75 -2.99 4.99
H -2.87 -2.95 2.51
H 1.23 -2.27 2.18
H 3.27 -3.42 1.50
H 3.66 -3.96 -0.88
H 2.00 -3.35 -2.60
H -0.07 -2.20 -1.95
H -1.30 -4.28 0.05
H -3.06 -5.69 -0.93
H -5.14 -4.67 -1.78
H -5.48 -2.22 -1.66
H -3.74 -0.78 -0.68
C 5.74 -1.57 -2.45
C 5.09 -0.27 -2.81
O 3.65 -0.33 -2.37
P 2.81 0.82 -1.78
S 0.88 0.55 -2.34
S 2.61 0.70 0.24
O 3.50 2.11 -2.23
C 3.30 3.57 -1.99
C 1.86 3.97 -1.85
H 6.76 -1.56 -2.83
H 5.23 -2.41 -2.92
H 5.78 -1.72 -1.37
H 5.03 -0.10 -3.88
H 5.54 0.59 -2.33
H 3.77 4.02 -2.85
H 3.90 3.78 -1.10
H 1.29 3.75 -2.75
H 1.85 5.05 -1.70
H 1.39 3.52 -0.98
O -1.59 1.25 -1.26
C -1.63 2.20 -0.46
N -0.70 2.07 0.54
C -0.96 3.06 1.57
O -0.43 3.05 2.64
C -2.01 3.93 0.97
C -2.57 5.08 1.48
C -3.55 5.70 0.70
C -3.95 5.17 -0.53
C -3.39 4.00 -1.04
C -2.42 3.40 -0.26
H -2.27 5.48 2.43
H -4.01 6.61 1.06
H -4.71 5.69 -1.11
H -3.70 3.59 -1.99